1.
{"formula": "C25H24Cl3O3SeY", "method": "ωB97M-V with the def2-TZVPD basis set", "charge": 0, "e_tot_ha": -5013.33962, "gap_ev": 8.43, "de_lowest_kcal_mol": 0.0, "e_homo_ev": -8.1277, "species": ["Y", "Cl", "C", "C", "C", "Cl", "C", "O", "C", "Cl", "C", "H", "H", "C", "C", "C", "C", "C", "C", "Se", "C", "C", "C", "H", "H", "H", "H", "H", "H", "H", "H", "H", "H", "H", "C", "C", "C", "C", "C", "C", "C", "C", "C", "C", "O", "O", "H", "H", "H", "H", "H", "H", "H", "H", "H", "H", "H"], "xyz": [[1.478, 0.595, 0.382], [-2.833, -4.138, -3.625], [-1.612, -3.321, -2.697], [-1.886, -2.082, -2.150], [-0.890, -1.464, -1.423], [-1.177, 0.112, -0.704], [0.383, -2.007, -1.206], [1.293, -1.368, -0.514], [0.601, -3.266, -1.786], [2.147, -4.014, -1.567], [-0.373, -3.917, -2.519], [-2.849, -1.611, -2.288], [-0.164, -4.885, -2.950], [5.465, -0.831, 3.926], [4.976, -0.149, 2.677], [4.605, 1.187, 2.687], [4.144, 1.836, 1.543], [3.783, 3.298, 1.611], [4.059, 1.116, 0.333], [3.240, 1.924, -1.219], [4.488, -0.234, 0.291], [4.544, -1.004, -1.001], [4.915, -0.838, 1.470], [5.263, -0.226, 4.809], [6.541, -1.008, 3.875], [4.979, -1.799, 4.054], [4.677, 1.748, 3.612], [3.992, 3.701, 2.601], [2.733, 3.465, 1.370], [4.355, 3.861, 0.872], [3.558, -1.146, -1.438], [4.992, -1.983, -0.838], [5.144, -0.447, -1.722], [5.222, -1.879, 1.436], [-1.884, 5.538, 6.376], [-1.300, 4.631, 5.326], [-0.120, 3.938, 5.550], [0.432, 3.098, 4.592], [1.719, 2.390, 4.934], [-0.218, 2.972, 3.349], [-1.411, 3.675, 3.094], [-2.181, 3.581, 1.802], [-1.932, 4.477, 4.100], [0.350, 2.096, 2.293], [1.036, 1.064, 2.597], [0.177, 2.359, 1.057], [-1.328, 5.470, 7.310], [-2.924, 5.277, 6.576], [-1.865, 6.577, 6.044], [0.391, 4.052, 6.500], [2.133, 2.802, 5.854], [2.457, 2.497, 4.141], [1.560, 1.321, 5.064], [-2.388, 2.547, 1.525], [-1.622, 4.019, 0.978], [-3.130, 4.106, 1.904], [-2.863, 5.002, 3.916]]}

2.
{"formula": "C3H6F2N", "method": "ωB97M-V with the def2-TZVPD basis set", "charge": 1, "e_tot_ha": -372.05623, "gap_ev": 10.06, "de_lowest_kcal_mol": 0.0, "smiles": "[NH3+][C@H](F)/C=C/F", "e_homo_ev": -14.2619, "species": ["C", "C", "C", "N", "F", "F", "H", "H", "H", "H", "H", "H"], "xyz": [[-0.415, -0.732, -0.574], [-0.448, -2.010, -0.015], [0.220, 0.863, -0.541], [0.585, 1.242, 0.860], [-1.229, -2.899, -0.573], [-0.754, 1.683, -0.934], [-1.079, -0.681, -1.437], [0.089, -2.383, 0.847], [1.069, 0.917, -1.229], [0.954, 2.204, 0.916], [1.280, 0.589, 1.244], [-0.272, 1.206, 1.437]]}

3.
{"formula": "C2H11NO4", "method": "ωB97M-V with the def2-TZVPD basis set", "charge": 0, "e_tot_ha": -438.51322, "gap_ev": 10.96, "de_lowest_kcal_mol": 27.8, "smiles": "CNC=O.O.O.O", "e_homo_ev": -10.1893, "species": ["C", "N", "C", "O", "H", "H", "H", "H", "H", "H", "H", "O", "H", "H", "O", "H", "H", "O"], "xyz": [[1.041, 1.446, 0.891], [0.631, 1.513, -0.411], [1.132, 2.666, -1.187], [0.323, 1.310, 1.853], [2.133, 1.443, 1.029], [-0.377, 1.466, -0.483], [0.843, 2.530, -2.222], [0.652, 3.594, -0.883], [2.211, 2.695, -1.085], [-0.833, -2.043, 1.208], [-0.500, -3.367, 0.491], [-0.592, -2.421, 0.339], [-1.215, 0.159, 2.577], [-2.301, -0.875, 3.088], [-1.828, -0.541, 2.313], [-0.688, -2.474, -2.311], [0.078, -3.776, -2.443], [-0.710, -3.326, -2.764]]}

Repeat the first record exactly.
{"formula": "C25H24Cl3O3SeY", "method": "ωB97M-V with the def2-TZVPD basis set", "charge": 0, "e_tot_ha": -5013.33962, "gap_ev": 8.43, "de_lowest_kcal_mol": 0.0, "e_homo_ev": -8.1277, "species": ["Y", "Cl", "C", "C", "C", "Cl", "C", "O", "C", "Cl", "C", "H", "H", "C", "C", "C", "C", "C", "C", "Se", "C", "C", "C", "H", "H", "H", "H", "H", "H", "H", "H", "H", "H", "H", "C", "C", "C", "C", "C", "C", "C", "C", "C", "C", "O", "O", "H", "H", "H", "H", "H", "H", "H", "H", "H", "H", "H"], "xyz": [[1.478, 0.595, 0.382], [-2.833, -4.138, -3.625], [-1.612, -3.321, -2.697], [-1.886, -2.082, -2.150], [-0.890, -1.464, -1.423], [-1.177, 0.112, -0.704], [0.383, -2.007, -1.206], [1.293, -1.368, -0.514], [0.601, -3.266, -1.786], [2.147, -4.014, -1.567], [-0.373, -3.917, -2.519], [-2.849, -1.611, -2.288], [-0.164, -4.885, -2.950], [5.465, -0.831, 3.926], [4.976, -0.149, 2.677], [4.605, 1.187, 2.687], [4.144, 1.836, 1.543], [3.783, 3.298, 1.611], [4.059, 1.116, 0.333], [3.240, 1.924, -1.219], [4.488, -0.234, 0.291], [4.544, -1.004, -1.001], [4.915, -0.838, 1.470], [5.263, -0.226, 4.809], [6.541, -1.008, 3.875], [4.979, -1.799, 4.054], [4.677, 1.748, 3.612], [3.992, 3.701, 2.601], [2.733, 3.465, 1.370], [4.355, 3.861, 0.872], [3.558, -1.146, -1.438], [4.992, -1.983, -0.838], [5.144, -0.447, -1.722], [5.222, -1.879, 1.436], [-1.884, 5.538, 6.376], [-1.300, 4.631, 5.326], [-0.120, 3.938, 5.550], [0.432, 3.098, 4.592], [1.719, 2.390, 4.934], [-0.218, 2.972, 3.349], [-1.411, 3.675, 3.094], [-2.181, 3.581, 1.802], [-1.932, 4.477, 4.100], [0.350, 2.096, 2.293], [1.036, 1.064, 2.597], [0.177, 2.359, 1.057], [-1.328, 5.470, 7.310], [-2.924, 5.277, 6.576], [-1.865, 6.577, 6.044], [0.391, 4.052, 6.500], [2.133, 2.802, 5.854], [2.457, 2.497, 4.141], [1.560, 1.321, 5.064], [-2.388, 2.547, 1.525], [-1.622, 4.019, 0.978], [-3.130, 4.106, 1.904], [-2.863, 5.002, 3.916]]}